(P)
This record from OMol25 describes C6H10N2 as an isolated structure. The level of theory is ωB97M-V with the def2-TZVPD basis set.

```
! wB97M-V def2-TZVPD RIJCOSX def2/J DEFGRID3
* xyz 0 1
C 2.3244 -1.6070 -0.2547
C 1.9772 -0.2623 0.4753
C 0.9067 1.9504 0.0649
C -1.3641 0.5497 -0.3153
C -2.4854 -0.2344 -0.0127
C -3.5285 -0.8723 0.2689
H 2.7872 -2.4323 0.7370
H 1.2176 -2.0301 -0.7229
H 3.5561 -1.5972 -1.3590
H 1.5711 -0.8483 1.6086
H 3.0289 0.4057 0.8166
H 0.0611 2.3522 -0.7554
H 1.8684 2.4224 -0.2733
H 0.7214 2.3652 1.0585
H -1.5436 1.5365 -0.2499
H -4.7737 -1.0138 0.0926
N 0.9284 0.4860 -0.1960
N -0.2821 -0.2439 -0.1343
*
```

Values from the calculation:
- Kohn-Sham gap: 8.462 eV

---

(Q)
This record from OMol25 describes one molecule with the formula C6H10N2. The level of theory is ωB97M-V with the def2-TZVPD basis set.

```
! wB97M-V def2-TZVPD RIJCOSX def2/J DEFGRID3
* xyz 0 1
N 1.9752 -0.2306 -0.6034
C 0.9354 -0.4464 0.4887
C -0.3054 -1.3531 0.1793
C -1.7075 -0.6558 -0.0926
C -1.7727 0.6672 -0.3279
C -0.4656 1.2697 -0.4306
N 0.3513 2.2265 0.2936
C 0.3612 0.8728 0.7878
H 2.7216 -0.8435 -0.3480
H 1.6472 -0.5572 -1.5627
H 1.4810 -0.8733 1.3869
H -0.2287 -2.0901 -0.5941
H -0.4826 -1.8964 1.1387
H -2.5637 -1.3759 0.0475
H -2.8588 1.1829 -0.2566
H 0.0161 1.0736 -1.4069
H 1.1922 2.3074 -0.3219
H -0.2959 0.7222 1.6222
*
```

Values from the calculation:
- Kohn-Sham gap: 9.490 eV
- SMILES: N[C@@H]1CC=C[C@H]2N[C@H]12

---

(R)
This record from OMol25 describes a 2-piece molecular cluster, C6H10N2 overall. The level of theory is ωB97M-V with the def2-TZVPD basis set.

```
! wB97M-V def2-TZVPD RIJCOSX def2/J DEFGRID3
* xyz 0 1
C -1.4983 1.7442 -0.1500
C -1.0285 0.3738 -0.1509
C -1.9774 -0.6442 -0.0298
C 0.0441 -1.6072 -0.0572
C 0.2612 -0.3167 -0.1628
C 1.6292 0.4386 0.0285
H -2.4782 1.7037 -0.6473
H -0.7505 2.4872 -0.5519
H -2.0903 2.0502 1.2246
H -3.0699 -0.7009 0.5185
H -1.6468 -2.7180 0.2191
H 0.6999 -2.3517 0.0464
H 1.6706 0.8272 1.1530
H 1.6626 1.1778 -0.7403
H 3.6100 0.3915 0.3289
H 3.2951 -0.7195 -0.8918
N -1.1787 -1.8866 -0.1339
N 2.8459 -0.2494 -0.0033
*
```

Values from the calculation:
- Kohn-Sham gap: 8.854 eV

---

Most stable structure among those shown: (Q). Next: +0.180 eV.